[1]
ORCA calculation (ωB97M-V with the def2-TZVPD basis set) on the ion C12H22NS with charge +1.

Summary:
Charge: +1
Spin multiplicity: 1
ΔE to the lowest compared entry with this formula, charge and spin (kJ/mol): 0.0
DFT total energy (Eh): -923.0366
Orbital gap (eV): 7.923

Structure (XYZ):
```
36
Properties=species:S:1:pos:R:3:mulliken_charge:R:1
H 3.12 1.27 1.48 0.45
C -1.24 -1.35 -0.21 1.25
C -2.13 -2.42 0.28 -1.46
H -2.15 -1.17 -2.14 0.43
H 2.62 1.00 -2.07 0.34
H 3.07 -2.03 0.15 0.50
H -1.59 2.20 -0.43 0.40
C -2.88 0.49 -0.93 -0.48
H 4.05 1.31 -0.14 0.50
H -2.54 -2.34 1.37 0.28
H -3.25 1.05 -1.74 0.38
C -2.42 1.69 -0.04 -0.77
H -3.71 -0.19 -0.54 0.22
H -1.09 -0.26 2.25 0.35
C -2.15 1.30 1.46 -0.77
C 3.42 -1.06 0.48 -1.73
H 3.32 -0.68 -2.02 0.34
S 0.33 -1.76 -0.20 -0.11
H 2.53 2.26 0.06 0.45
H 4.44 -0.86 0.12 0.48
H 1.56 -0.36 -2.01 0.39
C 0.27 0.67 1.06 -0.84
C 2.47 0.00 -0.13 1.99
H -3.07 0.88 1.82 0.40
C -1.73 -0.46 -1.31 -0.87
H 0.74 1.57 1.49 0.39
N -1.10 0.22 1.35 -0.14
H 3.37 -1.00 1.53 0.43
H -0.91 0.05 -1.92 0.23
C 3.04 1.35 0.35 -2.10
H -2.96 -2.50 -0.41 0.40
C 1.05 -0.17 0.36 -0.11
H -1.73 -3.40 0.25 0.44
H -3.21 2.51 -0.12 0.44
C 2.48 -0.04 -1.65 -1.44
H -2.04 2.22 2.16 0.32
```


[2]
ORCA calculation (ωB97M-V with the def2-TZVPD basis set) on an isolated molecule of C2HNO3.

Summary:
Charge: 0
Spin multiplicity: 1
ΔE to the lowest compared entry with this formula, charge and spin (kJ/mol): 120.1
DFT total energy (Eh): -357.2469
SMILES: O=c1ocno1
Orbital gap (eV): 11.588

Structure (XYZ):
```
7
Properties=species:S:1:pos:R:3:mulliken_charge:R:1
C -1.10 -0.21 -0.04 0.65
O -2.27 -0.12 0.03 -0.45
O -0.27 -1.28 -0.01 -0.14
N 1.09 -0.87 0.00 -0.23
C 0.97 0.43 0.03 0.08
H 1.84 1.13 0.03 0.35
O -0.26 0.91 -0.03 -0.26
```


[3]
ORCA calculation (ωB97M-V with the def2-TZVPD basis set) on a structure of composition C34H31CoN8Si.

Summary:
Charge: +1
Spin multiplicity: 4
DFT total energy (Eh): -3424.3620
Orbital gap (spin up / spin down) (eV): 4.649 / 5.953

Structure (XYZ):
```
75
Properties=species:S:1:pos:R:3:mulliken_charge:R:1
H 5.75 -0.11 -3.76 0.45
H 5.95 0.67 4.05 0.42
C -4.77 0.73 -2.25 -0.87
C -0.11 -2.44 0.05 -0.35
N 3.00 0.41 1.58 0.35
C -0.40 1.91 3.78 -1.36
C 1.04 3.99 -2.00 -1.14
H 3.47 -2.24 -0.81 0.44
C 4.39 -0.57 3.29 -1.23
C 5.12 0.59 3.36 -0.24
H 4.62 -1.42 3.92 0.48
C -2.89 -3.91 -1.96 -0.78
C -2.28 -5.50 -0.26 -0.82
Si -4.58 0.63 -0.40 -0.19
H -3.94 -1.76 -0.20 -0.05
C 3.31 -0.66 2.38 0.90
C -1.31 -4.63 0.21 -0.25
H 0.95 4.92 -2.54 0.46
C 3.67 -1.37 -1.43 -0.14
C 3.03 0.77 -1.97 0.61
C -4.71 -1.12 0.22 -0.54
H 4.22 1.80 -3.44 0.41
C 1.98 3.05 -2.38 -0.90
H 0.57 0.02 3.33 0.41
H -4.10 0.03 -2.77 0.14
H -1.16 4.22 1.44 0.41
H -4.54 1.74 -2.61 0.33
H 2.62 3.23 -3.23 0.49
C 4.07 0.89 -2.88 -1.20
C -5.81 1.75 0.44 -1.01
N 1.26 1.63 -0.62 1.09
H 2.62 -2.72 2.76 0.50
H 5.38 -2.19 -2.42 0.44
C -0.81 3.14 3.22 -0.39
H -0.68 -4.90 1.05 0.51
C 4.93 -0.18 -3.06 -0.48
N 0.12 1.00 1.62 0.59
H -2.42 -6.46 0.21 0.43
Co 1.43 -0.06 0.34 -0.99
H -6.83 1.41 0.23 0.33
C -1.92 -3.05 -1.49 -0.38
N -0.05 -1.17 -0.59 0.23
C 2.07 1.86 -1.67 0.51
N 1.56 -1.68 1.26 2.10
C -3.07 -5.14 -1.35 -0.48
H -5.67 1.76 1.52 0.32
H -2.27 -1.53 -2.87 0.37
C 0.22 3.74 -0.91 -0.64
H 3.43 2.34 1.01 0.33
C 4.79 1.67 2.52 -0.99
H -3.83 -5.82 -1.71 0.43
H -5.68 -1.56 -0.03 0.37
C -1.11 -3.39 -0.40 0.93
C 0.36 2.54 -0.24 -0.25
H -5.79 0.49 -2.56 0.34
H -0.38 1.75 4.85 0.45
C -0.82 -0.92 -1.58 -0.66
C 3.73 1.52 1.66 -0.15
N 2.85 -0.35 -1.26 0.40
H -5.72 2.78 0.08 0.31
H 5.35 2.59 2.55 0.44
H -0.76 0.04 -2.07 0.55
C 4.73 -1.33 -2.32 -0.96
C -2.88 1.23 0.04 -0.53
N -1.72 -1.79 -2.07 0.27
C -1.82 1.66 0.43 -0.63
H -1.09 3.96 3.87 0.50
C 0.11 0.91 2.91 0.20
C -0.52 2.14 0.96 2.79
H -0.53 4.46 -0.61 0.50
H -3.51 -3.62 -2.81 0.42
N 0.72 -2.71 1.00 -1.79
C 2.50 -1.80 2.20 -0.72
H -4.61 -1.15 1.31 0.32
C -0.83 3.30 1.88 -1.19
```


[4]
ORCA calculation (ωB97M-V with the def2-TZVPD basis set) on a structure of composition C2H3N3O.

Summary:
Charge: 0
Spin multiplicity: 1
ΔE to the lowest compared entry with this formula, charge and spin (kJ/mol): 541.5
DFT total energy (Eh): -317.3261
Orbital gap (eV): 9.838

Structure (XYZ):
```
9
Properties=species:S:1:pos:R:3:mulliken_charge:R:1
H -2.08 0.23 -0.74 0.26
C 0.48 0.97 -0.59 -0.65
N 1.76 0.65 -0.33 -0.10
N -1.62 -0.27 0.01 -0.49
C -0.25 -0.16 -0.02 0.69
O 1.81 -0.59 0.34 -0.07
H 1.44 1.60 0.21 0.42
N 0.55 -1.07 0.44 -0.32
H -1.95 -1.21 0.15 0.26
```


[5]
ORCA calculation (ωB97M-V with the def2-TZVPD basis set) on a cluster of 2 separate species, C2H5FIN in total.

Summary:
Charge: 0
Spin multiplicity: 3
ΔE to the lowest compared entry with this formula, charge and spin (kJ/mol): 221.7
DFT total energy (Eh): -531.2696
Orbital gap (spin up / spin down) (eV): 5.679 / 6.897

Structure (XYZ):
```
10
Properties=species:S:1:pos:R:3:mulliken_charge:R:1
H 0.33 0.12 1.84 0.31
F 1.14 -1.71 0.36 -0.26
H 0.73 1.47 0.68 0.30
I -4.46 0.06 -0.39 -0.07
C 0.90 0.48 1.07 -1.00
H 1.86 0.62 1.44 0.29
C 1.01 -0.39 -0.12 0.43
N 0.97 -0.05 -1.28 -0.30
H -3.47 -0.02 -1.51 0.07
H 1.00 -0.58 -2.09 0.23
```


[6]
ORCA calculation (ωB97M-V with the def2-TZVPD basis set) on a cluster of 11 separate species, C77H91N2O in total.

Summary:
Charge: +1
Spin multiplicity: 1
DFT total energy (Eh): -3172.7025
Orbital gap (eV): 6.681

Structure (XYZ):
```
171
Properties=species:S:1:pos:R:3:mulliken_charge:R:1
C -7.65 1.81 3.14 -0.48
H -1.38 -1.11 -1.95 0.07
C -6.85 -4.34 7.58 -0.36
H -0.09 -5.18 -1.04 0.15
C -7.77 5.43 9.22 -0.30
H -6.89 -0.83 1.15 0.36
C -0.87 -1.44 -2.97 -0.56
C -1.52 -1.53 1.65 0.31
C -2.49 -2.51 -6.88 -0.37
C 7.89 -2.69 -4.25 -0.70
H 3.30 -4.63 1.06 0.25
H -3.55 7.27 7.05 0.38
H 9.49 -5.26 -7.66 0.35
H 8.87 -3.23 -6.09 0.17
C -2.55 -1.05 4.35 -0.25
C -2.28 4.57 5.42 -0.49
C -9.42 7.17 8.93 -0.36
C -7.81 0.82 2.17 -0.37
C -1.54 -3.14 2.11 -0.07
H 2.43 5.67 -3.06 0.42
C -5.38 -6.24 7.80 -0.37
C -5.41 1.02 3.58 0.21
H 0.22 -3.42 -3.68 0.31
C 6.73 -3.25 -6.29 -0.18
H 1.14 4.56 5.43 0.42
C 0.29 -0.34 -3.36 -0.13
H 4.03 -1.63 -1.24 -0.10
H -4.46 3.10 7.58 0.39
H -2.07 -4.58 3.93 0.21
H 1.40 2.68 1.57 0.43
C -4.46 -5.63 6.96 -0.51
C -6.76 -0.06 1.91 -0.58
H 3.06 0.38 -1.66 -0.07
C -2.99 3.56 6.07 -0.27
H -7.79 -3.84 7.81 0.37
C -3.39 6.23 6.78 -0.50
H -1.91 6.68 5.28 0.39
H -2.22 0.59 -8.24 0.38
C 0.99 0.11 -0.72 1.34
C -3.90 3.88 7.07 -0.50
C 3.34 0.73 -6.53 -0.49
H -5.45 -2.22 -8.53 0.36
H -4.19 -3.82 -7.13 0.36
C 3.26 5.68 -2.35 -0.38
C -4.72 -4.36 6.44 0.44
H -3.52 -6.13 6.72 0.34
C -2.65 -0.37 -7.99 -0.49
C 1.08 3.67 4.81 -0.73
C 4.27 6.62 -2.48 -0.42
H -1.94 -3.21 -6.26 0.39
H -2.89 -0.27 5.18 0.19
H -7.36 4.46 8.94 0.42
H 4.18 -4.23 -0.63 0.36
H -2.07 0.61 2.68 0.34
C -8.90 5.92 8.57 -0.41
C 1.23 2.61 2.64 -0.37
H 6.19 5.71 0.18 0.37
H 1.14 1.59 -2.46 0.00
C -1.59 -3.89 -2.29 -0.72
N -1.05 -4.23 1.18 0.18
H 10.67 -1.90 -10.08 0.35
H 0.48 -2.99 -1.79 -0.34
H -9.22 8.88 10.22 0.36
C 4.34 4.77 -0.39 -0.36
H 6.13 7.37 -1.67 0.37
C 1.30 3.76 3.43 -0.38
H -2.05 -4.35 -3.26 0.34
H -1.57 4.31 4.64 0.49
H -1.60 -6.16 -1.61 0.40
H -2.39 -3.11 -1.86 0.35
H 4.58 -3.19 -6.20 0.39
H 8.82 -2.54 -3.71 0.37
C 3.24 -0.41 0.58 -0.46
C 12.08 -3.53 -9.98 -0.33
C -1.94 -1.27 -7.19 -0.31
H -1.70 -1.53 -3.80 0.44
C 11.42 -5.42 -8.62 -0.43
C -5.92 -3.72 6.75 -0.56
H 4.12 0.17 1.12 0.40
H 4.72 -2.27 0.42 0.47
H 1.54 4.72 2.98 0.44
H -8.74 0.75 1.62 0.36
H 2.34 3.85 -7.46 0.40
H -6.27 5.80 10.72 0.40
H -4.81 5.47 8.21 0.24
C 0.69 1.29 4.59 -0.68
C -7.15 6.18 10.22 -0.41
C 6.67 -2.50 -3.61 -0.31
H 3.43 2.39 -3.57 0.43
H -5.17 -7.23 8.22 0.36
H 2.76 1.60 -8.42 0.40
H 2.40 -0.59 1.40 -0.01
H -4.47 -0.01 -9.09 0.36
H -10.31 7.55 8.43 0.35
H 3.87 0.15 -4.53 0.47
C 3.17 -4.18 -0.03 -0.71
H -8.46 2.51 3.35 0.37
H -4.00 -3.88 5.79 0.03
C 5.50 -3.05 -5.65 -0.62
H 0.58 2.37 6.45 0.43
C 2.85 3.26 -5.45 -0.26
C -4.10 5.22 7.43 -0.08
H -7.31 -6.08 8.76 0.35
C 0.39 0.76 -2.10 -0.91
C -7.68 7.42 10.58 -0.38
H 13.28 -5.30 -9.70 0.35
C -3.91 -0.71 -8.47 -0.37
C 2.59 0.54 -0.60 0.41
H 12.80 -3.05 -10.63 0.36
H 0.45 0.33 5.04 0.45
C 10.88 -2.89 -9.67 -0.59
H -9.38 5.34 7.79 0.35
C 3.75 -1.81 -0.10 -0.20
C 3.29 2.22 -4.63 -0.16
H -0.08 0.23 -4.34 0.28
C 10.22 -4.77 -8.31 -0.19
C -4.47 -1.95 -8.16 -0.40
H -0.70 1.20 -1.96 0.40
H -4.47 1.10 4.13 -0.10
H 3.52 -0.25 -6.96 0.41
O 2.65 -2.80 0.03 -0.21
C 5.47 -2.68 -4.31 -0.21
H -6.33 2.68 4.61 0.46
H 6.64 -2.21 -2.56 0.37
H -0.79 -5.06 1.79 0.51
H 4.37 4.05 0.42 0.38
H -6.13 -2.73 6.34 0.42
H 2.49 4.02 -1.21 0.38
C 9.95 -3.51 -8.84 -0.05
H 11.63 -6.40 -8.20 0.35
C -3.76 -2.86 -7.37 -0.38
C -8.81 7.91 9.94 -0.38
C -6.58 -5.60 8.11 -0.46
H 4.52 -2.53 -3.81 0.45
H 9.01 -3.01 -8.60 0.23
C 3.29 4.75 -1.31 -0.19
H -3.00 -4.05 0.03 0.32
H 1.36 -0.78 -3.50 -0.05
H -2.45 -5.80 0.59 0.30
H 2.66 4.24 -5.03 0.22
C 2.91 1.77 -7.36 -0.53
C -2.08 -4.74 0.20 -0.46
C 12.34 -4.80 -9.45 -0.39
C -2.47 5.90 5.78 -0.46
C -0.26 -2.97 -2.69 0.14
C -1.25 -5.09 -1.21 -0.32
H 0.87 0.49 2.60 0.23
H -4.75 -0.65 2.40 0.30
C -2.07 -0.56 2.88 -0.43
H 6.75 -3.55 -7.34 0.37
N -2.57 -2.51 4.69 -0.42
H -1.15 -1.16 0.61 0.32
C -5.56 0.04 2.61 -0.07
C -6.45 1.91 3.85 -0.44
C 7.92 -3.07 -5.59 -0.11
H -2.84 2.52 5.79 0.40
H 2.72 1.66 -0.30 -0.35
C 5.33 6.63 -1.57 -0.42
H 0.85 -1.05 -0.76 -0.81
C -2.08 -3.43 3.62 -0.46
C 5.37 5.70 -0.53 -0.48
C 3.53 0.96 -5.17 -0.31
H 2.35 -4.82 -0.61 0.14
C 2.67 3.04 -6.82 -0.58
H -0.19 -3.86 0.70 0.16
H -7.20 8.01 11.36 0.36
H -0.96 -1.00 -6.81 0.48
C 0.92 1.38 3.22 0.08
H 4.25 7.35 -3.28 0.36
C 0.76 2.44 5.39 -0.33
H 0.37 0.55 0.20 -0.10
```


[7]
ORCA calculation (ωB97M-V with the def2-TZVPD basis set) on a cluster of 11 separate species, C3H29NO10S in total.

Summary:
Charge: 0
Spin multiplicity: 1
ΔE to the lowest compared entry with this formula, charge and spin (kJ/mol): 114.4
DFT total energy (Eh): -1337.0358
SMILES: NCCCS.O.O.O.O.O.O.O.O.O.O
Orbital gap (eV): 8.606

Structure (XYZ):
```
44
Properties=species:S:1:pos:R:3:mulliken_charge:R:1
C -0.11 -0.48 -0.87 0.78
H -1.03 0.05 -1.12 -0.31
H 0.12 2.26 -2.05 0.38
H 2.36 -3.06 2.61 0.27
H 0.75 -2.49 -1.08 0.35
O -2.11 3.02 -1.36 -0.85
H -3.73 0.07 1.12 0.33
O -2.81 1.91 1.05 -0.70
O 2.56 2.25 1.30 -0.67
H -2.79 2.39 -1.65 0.36
H 0.53 2.04 3.22 0.25
N 0.36 1.96 -1.12 -0.54
O -1.05 -0.76 2.54 -0.72
H -1.83 -2.73 -0.98 0.12
H -2.12 1.80 1.67 0.31
O 4.81 -1.25 -1.18 -0.71
H -2.39 -0.75 1.20 0.38
H 2.89 1.37 1.06 0.29
C 0.25 -1.72 -1.65 -0.97
H 4.70 -2.18 -0.93 0.33
H -2.87 0.15 -0.87 0.32
H -1.55 -0.72 3.33 0.33
O 3.68 -0.17 1.22 -0.67
O 0.18 1.68 2.36 -0.64
H 1.28 -1.95 2.39 0.32
H -2.57 2.50 0.31 0.42
H -3.98 -0.34 -1.90 0.27
H 0.90 1.81 1.69 0.32
H 1.54 0.45 -1.95 0.50
S -1.32 -2.55 -2.22 -0.22
H 3.21 2.60 1.90 0.27
O -3.24 0.26 -1.73 -0.63
H 3.97 -1.00 -1.60 0.35
H -0.10 -0.77 0.16 -0.01
H 4.26 -0.27 0.45 0.38
H 1.62 0.64 -0.16 -0.90
H 0.95 2.62 -0.63 0.11
H 3.35 -1.05 1.47 0.31
H -1.29 2.48 -1.33 0.48
H 0.73 -1.57 -2.62 0.43
C 0.97 0.62 -1.02 0.58
O 2.19 -2.22 2.14 -0.64
H -0.73 0.18 2.41 0.38
O -3.32 -0.78 0.91 -0.71
```


[8]
ORCA calculation (ωB97M-V with the def2-TZVPD basis set) on a structure of composition C4H14AsO2.

Summary:
Charge: -1
Spin multiplicity: 1
DFT total energy (Eh): -2546.9338
Orbital gap (eV): 7.311

Structure (XYZ):
```
21
Properties=species:S:1:pos:R:3:mulliken_charge:R:1
H 2.10 -1.05 0.32 0.33
H 0.84 1.98 0.82 0.26
H -2.59 -0.26 1.87 0.07
H 0.71 0.01 -1.31 0.07
H -1.92 -2.39 1.60 0.17
H -0.48 -0.82 2.39 0.11
O 2.47 -0.43 -0.31 -0.60
H -0.19 -1.69 0.33 0.00
H -2.23 -0.34 -1.30 0.31
H 1.35 2.38 -1.65 0.38
C 2.09 1.66 -1.31 -1.61
H 1.03 0.37 1.50 0.38
As -1.40 -0.98 1.10 -0.51
C -2.53 -1.09 -0.57 -1.19
H 2.74 2.16 -0.58 0.36
H -2.42 -2.08 -1.02 0.32
H -3.57 -0.92 -0.27 0.37
H 2.70 1.31 -2.14 0.38
C 1.41 0.49 -0.62 0.90
C 0.62 0.92 0.63 -0.89
O -0.74 0.75 0.52 -0.62
```